Entry 1:
{
  "formula": "CIN3S",
  "method": "ωB97M-V with the def2-TZVPD basis set",
  "homo_ev": [-7.50, -9.30],
  "e_above_lowest_ev": 0.4800,
  "multiplicity": 3,
  "lumo_ev": [-0.05, -2.56],
  "orbital_gap_ha": [0.273, 0.247],
  "total_energy_ev": -24436.6018,
  "species": ["C", "N", "N", "N", "S", "I"],
  "positions_angstrom": [[-0.196020, -1.238072, 0.134007], [0.978791, 1.633345, -1.742278], [0.433563, 1.398517, -0.793469], [-0.194610, 1.328098, 0.214851], [-0.470439, -0.017046, 1.201039], [-0.551285, -3.104842, 0.985851]],
  "forces_ev_per_angstrom": [[-0.236, -2.603, 0.366], [0.416, -0.065, -0.748], [0.983, -0.219, -1.130], [-1.722, 0.993, 2.350], [0.291, 1.342, -0.051], [0.268, 0.552, -0.786]]
}

Entry 2:
{
  "formula": "CIO4S",
  "method": "ωB97M-V with the def2-TZVPD basis set",
  "homo_ev": -3.08,
  "e_above_lowest_ev": 1.8218,
  "multiplicity": 1,
  "lumo_ev": 0.13,
  "orbital_gap_ha": 0.118,
  "total_energy_ev": -28162.6183,
  "charge": -1,
  "species": ["C", "O", "O", "O", "O", "S", "I"],
  "positions_angstrom": [[-1.460403, -0.962042, -3.210751], [0.245408, 1.252116, 0.824501], [-1.015959, -0.362064, -2.341265], [2.631789, 0.705938, 0.620323], [0.793990, -1.091339, 0.701936], [1.210008, 0.276222, 0.514247], [-3.792955, -1.627492, -2.565273]],
  "forces_ev_per_angstrom": [[1.266, 0.095, -0.907], [-0.844, 1.230, -0.816], [0.582, 0.476, 0.587], [-3.035, -1.489, -1.294], [1.159, 0.949, -1.231], [2.609, -0.728, 3.269], [-1.738, -0.533, 0.393]]
}

Entry 3:
{
  "formula": "CN2O5",
  "method": "ωB97M-V with the def2-TZVPD basis set",
  "homo_ev": -11.08,
  "smiles": "O=NC(=O)O[N+](=O)[O-]",
  "e_above_lowest_ev": 2.9338,
  "multiplicity": 1,
  "lumo_ev": -2.62,
  "orbital_gap_ha": 0.311,
  "total_energy_ev": -14245.9227,
  "species": ["O", "N", "C", "O", "O", "N", "O", "O"],
  "positions_angstrom": [[-2.296627, 1.208906, 0.824588], [-1.139516, 1.016775, 0.973848], [-0.025194, 1.110626, 0.290897], [1.052099, 1.542858, 0.300704], [-0.365034, -0.389972, -0.418507], [0.688200, -1.279153, -0.598616], [1.624490, -1.183944, 0.109582], [0.461581, -2.026096, -1.482496]],
  "forces_ev_per_angstrom": [[0.547, 0.334, -0.867], [-2.405, -0.013, 3.402], [2.042, -2.834, -3.018], [-0.379, 0.796, 0.139], [-0.145, 1.911, 0.424], [-0.786, 0.761, -0.189], [1.156, 0.095, 1.021], [-0.030, -1.050, -0.912]]
}

Look up the multiplicity of the second one.
1